Here is a cluster of 3 separate species, C24H27IO15S in total at a distorted geometry from the OMol25 dataset. Energies are from ωB97M-V/def2-TZVPD.

```
! wB97M-V def2-TZVPD RIJCOSX def2/J DEFGRID3
* xyz 0 1
C 3.912 0.745 0.775
O 2.815 1.376 0.024
C 2.312 2.592 0.683
C 1.659 3.541 -0.512
C 0.331 2.806 -1.213
C -0.965 3.313 -0.343
C -2.310 2.392 -0.526
C -2.624 1.367 0.716
C -2.968 2.287 2.028
C -4.549 2.682 2.209
O -4.993 2.835 3.487
I -6.005 3.037 0.615
O -3.733 0.377 0.509
C -3.526 -0.721 1.509
O -4.349 -1.711 1.876
O -2.154 -0.675 2.112
C -1.471 0.254 1.152
S -0.829 -0.951 -0.129
C -1.683 -0.876 -1.794
O 0.731 -0.814 -0.321
O -1.027 -2.427 0.396
H 4.738 0.436 -0.021
H 3.586 -0.230 1.343
H 4.438 1.437 1.559
H 1.509 2.392 1.522
H 3.250 3.204 1.090
H 1.302 4.580 -0.045
H 2.474 3.672 -1.343
H 0.217 3.110 -2.356
H 0.365 1.639 -1.133
H -1.240 4.396 -0.765
H -0.616 3.436 0.770
H -2.206 1.856 -1.582
H -3.217 3.156 -0.665
H -2.364 3.315 2.070
H -2.651 1.718 3.027
H -0.568 0.878 1.618
H -1.227 0.019 -2.435
H -2.852 -0.879 -1.761
H -1.366 -1.862 -2.380
C 2.955 1.191 -6.637
C 2.044 1.764 -5.849
C 2.128 1.658 -4.366
O 1.286 2.211 -3.667
C 3.234 0.876 -3.792
C 4.143 0.300 -4.581
C 4.075 0.429 -6.062
O 4.936 -0.096 -6.761
O 5.184 -0.438 -4.049
O 0.987 2.479 -6.382
H 2.908 1.262 -7.717
H 3.273 0.792 -2.714
H 5.705 -0.749 -4.821
H 0.469 2.794 -5.609
C -0.486 -4.567 5.532
C -0.405 -5.890 5.379
C -1.008 -6.571 4.200
O -0.901 -7.787 4.077
C -1.725 -5.743 3.217
C -1.809 -4.420 3.372
C -1.182 -3.737 4.536
O -1.261 -2.517 4.642
O -2.483 -3.636 2.454
O 0.245 -6.678 6.311
H -0.051 -4.059 6.382
H -2.174 -6.253 2.375
H -2.401 -2.716 2.787
H 0.168 -7.597 5.975
*
```

Output
**HOMO**: -9.2345 eV
**SMILES string**: COCCCCC[C@@]1(CC(=O)I)OC(=O)O[C@H]1S(C)(=O)=O.O=C1C=C(O)C(=O)C=C1O.O=C1C=C(O)C(=O)C=C1O
**LUMO level**: -0.07121 Eh
**Orbital gap**: 7.297 eV

Here is an isolated molecule of C6H15NS at a distorted geometry from the OMol25 dataset. Energies are from ωB97M-V/def2-TZVPD.

```
! wB97M-V def2-TZVPD RIJCOSX def2/J DEFGRID3
* xyz 0 1
C 0.962 1.156 -0.012
C -0.179 2.128 0.045
S 0.074 3.686 -0.910
C 0.992 0.226 1.208
N -0.293 -0.338 1.534
C -0.725 -1.607 0.922
C -0.078 -1.895 -0.429
C -0.873 -1.283 -1.596
H 1.098 0.630 -0.958
H 1.896 1.727 -0.008
H -0.311 2.509 1.060
H -1.147 1.747 -0.254
H 0.659 3.125 -1.975
H 1.256 0.878 2.055
H 1.876 -0.434 1.174
H -0.445 -0.388 2.528
H -0.549 -2.447 1.605
H -1.798 -1.524 0.739
H -0.108 -2.975 -0.557
H 0.959 -1.578 -0.470
H -1.467 -0.441 -1.238
H -1.561 -1.997 -2.062
H -0.238 -0.907 -2.404
*
```

Output
**HOMO**: -8.5952 eV
**SMILES string**: CCCNCCCS
**LUMO level**: 0.03642 Eh
**Orbital gap**: 9.586 eV

Here is a structure of composition C15H45CsN4SbSi3 from the OMol25 dataset. Energies are from ωB97M-V/def2-TZVPD.

```
! wB97M-V def2-TZVPD RIJCOSX def2/J DEFGRID3
* xyz 1 1
Cs 2.302 0.330 0.983
N 1.298 -2.546 1.831
C 2.261 -3.618 1.544
C 2.878 -3.479 0.161
N 3.784 -2.338 -0.038
C 4.112 -2.207 -1.468
C 4.115 -0.783 -2.006
N 2.747 -0.248 -2.081
C 5.005 -2.534 0.752
C 6.010 -1.396 0.704
N 5.498 -0.183 1.358
H 0.956 -2.649 2.780
H 0.478 -2.661 1.242
H 1.805 -4.613 1.591
H 3.027 -3.601 2.320
H 2.059 -3.379 -0.557
H 3.390 -4.424 -0.081
H 3.382 -2.777 -2.051
H 5.082 -2.674 -1.682
H 4.609 -0.799 -2.984
H 4.694 -0.130 -1.351
H 2.170 -0.865 -2.643
H 2.751 0.643 -2.566
H 5.517 -3.456 0.428
H 4.725 -2.686 1.797
H 6.266 -1.153 -0.327
H 6.933 -1.761 1.167
H 6.134 0.588 1.189
H 5.509 -0.323 2.364
C -2.199 -1.572 2.144
Si -3.011 0.074 1.746
C -3.277 1.028 3.335
C -4.651 -0.250 0.905
Sb -1.339 1.374 0.312
Si -2.016 0.478 -1.985
C -0.756 1.135 -3.209
C -1.878 -1.394 -1.923
C -3.730 0.979 -2.539
Si -2.526 3.644 0.246
C -4.390 3.498 0.262
C -1.968 4.521 -1.312
C -1.958 4.591 1.757
H -2.847 -2.188 2.772
H -1.262 -1.411 2.682
H -1.985 -2.133 1.231
H -3.922 0.465 4.014
H -3.750 1.995 3.152
H -2.330 1.212 3.846
H -5.300 -0.805 1.589
H -4.532 -0.853 0.003
H -5.164 0.672 0.632
H 0.250 0.811 -2.934
H -0.760 2.227 -3.235
H -0.969 0.774 -4.219
H -0.880 -1.700 -1.594
H -2.054 -1.827 -2.911
H -2.604 -1.832 -1.235
H -3.803 2.059 -2.681
H -4.500 0.677 -1.829
H -3.954 0.505 -3.499
H -4.763 2.921 -0.586
H -4.827 4.499 0.203
H -4.756 3.034 1.179
H -2.298 3.998 -2.211
H -0.880 4.611 -1.353
H -2.388 5.530 -1.344
H -2.231 4.071 2.677
H -2.418 5.582 1.783
H -0.874 4.723 1.754
*
```

Output
**HOMO**: -10.3255 eV
**LUMO level**: -0.08505 Eh
**Orbital gap**: 8.011 eV

Here is a structure of composition C5H6Br3F3O2 at a distorted geometry from the OMol25 dataset. Energies are from ωB97M-V/def2-TZVPD.

```
! wB97M-V def2-TZVPD RIJCOSX def2/J DEFGRID3
* xyz 0 1
C -1.775 -2.673 -2.462
Br -1.437 -1.676 -4.129
Br -2.969 -4.187 -2.969
Br -2.614 -1.660 -0.963
H -0.862 -3.209 -2.203
C 0.480 0.321 -1.018
C -0.489 1.046 -0.035
O 0.028 0.845 1.270
C 1.144 1.514 1.711
O 1.750 2.398 1.032
C 1.617 1.110 3.157
F 2.900 1.367 3.120
F 0.907 1.879 3.982
F 1.405 -0.138 3.510
H 0.660 -0.720 -0.752
H 1.470 0.777 -1.003
H -0.105 0.282 -1.937
H -1.474 0.602 -0.177
H -0.634 2.122 -0.135
*
```

Output
**HOMO**: -10.5688 eV
**LUMO level**: -0.02553 Eh
**Orbital gap**: 9.874 eV

Here is a cluster of 2 separate species, C6H8S in total at a distorted geometry from the OMol25 dataset. Energies are from ωB97M-V/def2-TZVPD.

```
! wB97M-V def2-TZVPD RIJCOSX def2/J DEFGRID3
* xyz 0 1
C 0.116 0.769 -1.490
C 0.537 -0.421 -0.961
C -0.481 1.571 -0.429
C -0.338 0.819 0.846
C 0.149 -0.394 0.550
C 0.394 -1.521 1.514
S 0.288 1.911 -3.838
H -0.558 1.139 -4.277
H 0.868 -1.306 -1.404
H 0.025 2.473 -0.422
H -1.479 2.062 -0.662
H -0.543 1.261 1.756
H 1.341 -2.068 1.198
H -0.550 -1.970 1.361
H 0.590 -0.930 2.430
*
```

Output
**HOMO**: -8.9344 eV
**LUMO level**: -0.04582 Eh
**Orbital gap**: 7.688 eV

Here is a cluster of 2 separate species, C3H11N2O in total at a distorted geometry from the OMol25 dataset. Energies are from ωB97M-V/def2-TZVPD.

```
! wB97M-V def2-TZVPD RIJCOSX def2/J DEFGRID3
* xyz 2 2
C -1.206 0.633 -1.717
N -1.618 0.688 -0.288
C -1.045 -0.074 0.609
N -1.332 -0.098 1.917
H -1.331 1.655 -2.064
H -1.866 -0.065 -2.266
H -0.146 0.277 -1.723
H -2.358 1.333 -0.020
H -0.263 -0.715 0.281
H -1.946 0.542 2.366
H -0.577 -0.374 2.538
C 2.274 -0.992 -0.053
O 1.720 0.339 0.128
H 1.863 -1.696 0.703
H 2.027 -1.278 -1.103
H 3.381 -0.950 0.071
H 2.424 0.773 0.620
*
```

Output
**HOMO (spin up / spin down)**: -18.2911 / -18.2987 eV
**⟨S²⟩**: 0.787
**LUMO level (spin up / spin down)**: -0.37119 / -0.55942 Eh
**Orbital gap (spin up / spin down)**: 8.191 / 3.076 eV

Here is the ion C8H13O4 with charge -1 at a distorted geometry from the OMol25 dataset. Energies are from ωB97M-V/def2-TZVPD.

```
! wB97M-V def2-TZVPD RIJCOSX def2/J DEFGRID3
* xyz -1 1
C -2.071 0.097 0.087
C -0.614 -0.039 -0.452
C 0.515 1.063 0.105
C 0.369 -1.110 0.130
C 1.061 1.866 -1.070
C 0.091 1.924 1.337
C -0.116 -1.861 1.364
C 0.960 -1.994 -0.908
O -2.342 0.056 1.293
O -2.864 0.287 -0.867
O 1.353 -0.188 0.504
O -0.700 -0.021 -1.861
H 0.432 1.899 -1.854
H 2.006 1.396 -1.435
H 1.355 2.838 -0.844
H 0.025 1.299 2.184
H -0.913 2.210 1.228
H 0.881 2.704 1.372
H 0.509 -2.603 1.754
H -1.100 -2.498 1.208
H -0.313 -1.023 2.050
H 1.460 -2.913 -0.440
H 1.671 -1.295 -1.419
H 0.100 -2.342 -1.561
H -1.756 0.248 -1.903
*
```

Output
**HOMO**: -4.7932 eV
**SMILES string**: CC1(C)OC(C)(C)C1(O)C(=O)[O-]
**LUMO level**: 0.13377 Eh
**Orbital gap**: 8.433 eV

Here is an isolated molecule of C5H5NO at a distorted geometry from the OMol25 dataset. Energies are from ωB97M-V/def2-TZVPD.

```
! wB97M-V def2-TZVPD RIJCOSX def2/J DEFGRID3
* xyz 0 1
O 1.105 -0.086 2.587
C 0.897 0.207 1.421
C -0.161 -0.591 0.527
C -1.320 0.132 -0.157
C -0.212 -0.391 -1.001
C 0.868 0.486 -1.353
N 1.793 1.171 -1.468
H 1.435 1.037 0.858
H -0.320 -1.629 0.811
H -1.399 1.204 -0.013
H -2.274 -0.378 -0.291
H -0.389 -1.177 -1.738
*
```

Output
**HOMO**: -10.2270 eV
**SMILES string**: N#C[C@@H]1C[C@@H]1C=O
**LUMO level**: 0.02097 Eh
**Orbital gap**: 10.798 eV

Here is an isolated molecule of C5H10N2 from the OMol25 dataset. Energies are from ωB97M-V/def2-TZVPD.

```
! wB97M-V def2-TZVPD RIJCOSX def2/J DEFGRID3
* xyz 0 1
C 0.098 -2.050 0.291
C 1.258 -1.083 0.224
N 1.474 -0.242 -0.954
C 1.022 0.379 0.294
C -0.367 0.922 0.506
C -0.825 2.145 -0.190
N -1.418 0.844 -0.504
H 0.344 -2.998 -0.200
H -0.802 -1.639 -0.179
H -0.151 -2.270 1.335
H 2.189 -1.463 0.644
H 0.713 -0.369 -1.617
H 1.794 0.994 0.757
H -0.744 0.751 1.515
H -1.491 2.844 0.311
H -0.149 2.592 -0.916
H -1.047 0.506 -1.388
*
```

Output
**HOMO**: -9.3056 eV
**SMILES string**: C[C@H]1N[C@H]1[C@H]1CN1
**LUMO level**: 0.04425 Eh
**Orbital gap**: 10.510 eV

Here is a cluster of 12 separate species, C36H79F6N11O14S2 in total at a distorted geometry from the OMol25 dataset. Energies are from ωB97M-V/def2-TZVPD.

```
! wB97M-V def2-TZVPD RIJCOSX def2/J DEFGRID3
* xyz 0 1
C -5.128 1.584 3.534
N -4.074 0.654 2.816
C -4.080 -0.667 3.570
C -4.644 0.487 1.376
C -2.696 1.370 2.928
C -1.704 0.872 1.927
O -1.520 -0.509 1.799
H -6.040 1.001 3.663
H -5.203 2.446 2.871
H -4.784 1.981 4.489
H -5.130 -0.958 3.591
H -3.691 -0.467 4.568
H -3.543 -1.413 2.984
H -5.680 0.151 1.402
H -3.936 -0.129 0.821
H -4.614 1.492 0.955
H -2.346 1.304 3.958
H -2.908 2.404 2.656
H -0.724 1.334 2.046
H -2.095 1.280 0.995
H -0.832 -0.565 1.132
C -1.596 0.710 -1.767
F -2.585 -0.022 -1.215
F -1.801 0.880 -3.086
F -1.479 1.929 -1.274
S 0.123 -0.321 -1.513
O -0.274 -1.716 -1.604
O 1.027 0.247 -2.521
N 0.471 0.131 0.112
S 1.954 0.563 -0.011
O 2.892 -0.460 -0.471
O 2.157 1.888 -0.563
C 2.550 0.822 1.855
F 3.869 0.969 1.924
F 1.961 1.882 2.455
F 2.283 -0.250 2.539
C 1.883 3.742 -5.656
O 2.950 4.344 -5.488
N 0.975 3.454 -4.702
C -0.117 2.575 -5.078
C 1.106 3.775 -3.282
H 1.526 3.376 -6.631
H -0.231 2.344 -6.137
H -1.073 3.011 -4.788
H -0.083 1.563 -4.674
H 1.747 4.626 -3.055
H 0.136 4.116 -2.919
H 1.449 2.931 -2.683
C 5.541 2.006 -1.303
O 6.017 1.182 -0.495
N 5.131 1.684 -2.532
C 4.638 2.723 -3.477
C 4.952 0.306 -3.073
H 5.532 3.097 -1.156
H 4.692 3.728 -3.059
H 3.663 2.363 -3.804
H 5.251 2.585 -4.368
H 3.948 0.207 -3.486
H 5.755 0.019 -3.752
H 5.047 -0.437 -2.281
C -3.670 4.572 -0.150
O -4.547 4.275 0.651
N -3.817 5.122 -1.375
C -2.622 5.639 -2.074
C -5.124 5.494 -1.964
H -2.598 4.371 0.003
H -2.585 6.712 -2.259
H -2.422 5.087 -2.992
H -1.756 5.482 -1.431
H -5.119 5.208 -3.016
H -5.936 4.973 -1.457
H -5.303 6.568 -2.015
C 4.578 1.289 7.286
O 3.624 1.849 7.861
N 4.836 1.448 5.964
C 4.253 2.348 5.076
C 5.852 0.586 5.317
H 5.268 0.610 7.809
H 3.750 3.144 5.624
H 3.460 1.835 4.531
H 5.051 2.722 4.434
H 5.612 0.103 4.369
H 6.791 1.105 5.123
H 6.107 -0.233 5.989
C -3.150 -3.393 -1.190
O -3.775 -3.004 -2.182
N -3.728 -3.632 0.021
C -2.827 -3.953 1.176
C -5.172 -3.712 0.301
H -2.069 -3.601 -1.188
H -2.742 -5.018 1.395
H -3.183 -3.603 2.145
H -1.812 -3.582 1.035
H -5.536 -4.613 0.793
H -5.474 -2.905 0.970
H -5.850 -3.510 -0.528
C 1.601 -3.814 0.435
O 1.809 -3.827 1.665
N 2.149 -4.603 -0.494
C 1.946 -4.394 -1.943
C 3.246 -5.536 -0.107
H 1.030 -2.996 -0.031
H 2.094 -5.358 -2.430
H 2.581 -3.607 -2.352
H 0.977 -3.929 -2.120
H 3.279 -5.572 0.982
H 3.065 -6.562 -0.430
H 4.257 -5.270 -0.416
C 0.486 -3.997 -6.502
O -0.028 -5.097 -6.829
N 0.149 -3.370 -5.380
C 0.791 -2.083 -5.029
C -0.917 -3.813 -4.492
H 1.240 -3.507 -7.138
H 1.640 -1.931 -5.694
H 1.115 -2.053 -3.988
H 0.096 -1.247 -5.114
H -0.456 -4.226 -3.595
H -1.482 -2.934 -4.183
H -1.690 -4.447 -4.927
C 0.357 -1.028 4.734
O -0.494 -0.239 5.092
N 1.227 -1.542 5.585
C 2.304 -2.559 5.223
C 1.211 -1.249 7.054
H 0.499 -1.299 3.676
H 2.016 -3.464 5.760
H 3.244 -2.191 5.634
H 2.426 -2.762 4.159
H 2.187 -0.950 7.437
H 0.595 -0.374 7.265
H 0.849 -2.171 7.508
C -5.772 -0.443 -1.915
C -6.150 0.918 -2.616
O -7.128 1.020 -3.325
C -5.462 2.184 -2.091
H -5.895 -1.262 -2.624
H -6.232 -0.641 -0.947
H -4.697 -0.418 -1.735
H -4.449 2.367 -2.450
H -5.538 2.170 -1.004
H -6.016 3.097 -2.310
C 5.853 -1.565 1.420
C 6.827 -2.339 0.686
N 7.581 -2.970 0.069
H 6.236 -0.626 1.820
H 5.388 -2.169 2.199
H 5.073 -1.323 0.698
*
```

Output
**HOMO**: -8.5803 eV
**LUMO level**: -0.01068 Eh
**Orbital gap**: 8.290 eV

Here is an isolated molecule of C5H12NO2P at a distorted geometry from the OMol25 dataset. Energies are from ωB97M-V/def2-TZVPD.

```
! wB97M-V def2-TZVPD RIJCOSX def2/J DEFGRID3
* xyz 0 1
C -1.942 -1.338 -0.885
C 1.182 -0.457 -0.222
C 2.351 0.519 -0.066
C -0.936 -0.050 1.213
C -0.257 0.071 -0.114
N -1.014 -0.522 -1.172
O 3.543 -0.135 -0.314
O -2.202 0.499 1.219
P -0.324 2.027 -0.777
H -2.655 -1.565 -1.585
H -2.276 -1.478 0.204
H 1.118 -0.989 -1.169
H 1.393 -1.143 0.500
H 2.177 1.190 -0.797
H 2.337 1.025 0.867
H -0.235 0.367 1.897
H -1.035 -1.157 1.550
H 3.665 -0.840 0.394
H -2.850 0.248 1.941
H -0.401 1.520 -2.071
H -1.640 2.209 -0.613
*
```

Output
**HOMO**: -8.6402 eV
**SMILES string**: C=N[C@@](P)(CO)CCO
**LUMO level**: 0.01980 Eh
**Orbital gap**: 9.179 eV